13
Properties=species:S:1:pos:R:3 method="wB97M-V/def2-TZVPD" orbital_gap_ev=9.9 spin_multiplicity=1
C -1.63095 -0.77268 -0.05892
C -0.22791 -0.24279 -0.17986
C -0.02355 1.21210 -0.11319
H -1.51765 -1.85263 0.28855
H -1.98807 -0.27974 0.84742
H -2.29790 -0.69801 -0.95456
H 0.86885 1.59638 -0.71390
H 0.13354 1.44802 1.01048
H -0.91686 1.85438 -0.43372
H 2.63296 -1.19548 0.19124
H 2.15227 0.39764 0.42495
N 0.74781 -1.02726 -0.16775
N 2.06747 -0.43994 -0.14074

***

95
Properties=species:S:1:pos:R:3 method="wB97M-V/def2-TZVPD" orbital_gap_ev="6.5 / 6.7" total_charge=+1 spin_multiplicity=3
C 1.99021 -2.05748 -0.83992
C 1.64089 0.07792 -1.77306
C 2.92425 -2.34719 -1.79866
C 2.57219 -0.17670 -2.77598
C 3.19117 -1.43231 -2.79168
H 3.45182 -3.29245 -1.71398
H 2.75391 0.57054 -3.54568
H 3.89348 -1.66407 -3.59893
N 1.42106 -0.83269 -0.77836
P -0.11946 -2.65711 0.84377
P 0.89921 2.20831 -0.05840
C 1.52315 -3.08852 0.16050
H 1.48145 -4.06558 -0.32884
H 2.24828 -3.19695 0.97461
C 0.86714 1.32409 -1.70192
H 0.90879 1.96747 -2.57256
C -0.33872 3.64395 -0.23553
C 2.67949 2.87876 0.05501
C -1.28847 -3.45185 -0.42719
C -0.13400 -3.67380 2.43465
C -1.71810 3.22520 0.29372
H -1.68265 2.96318 1.35836
H -2.37926 4.09539 0.17040
H -2.15980 2.39442 -0.25468
C 0.07332 4.86550 0.58717
H 0.10131 4.65327 1.66196
H 1.01348 5.31678 0.27025
H -0.70414 5.62332 0.43108
C -0.45860 4.00463 -1.71598
H -1.16889 4.84220 -1.79355
H 0.49915 4.32786 -2.15007
H -0.86554 3.16533 -2.29646
C 2.88964 3.44596 1.47312
H 2.84421 2.64760 2.23813
H 3.90475 3.89145 1.50151
H 2.16845 4.23301 1.74140
C 3.73278 1.77532 -0.13566
H 3.56775 0.90935 0.51206
H 3.79074 1.44427 -1.17954
H 4.70988 2.21374 0.12766
C 2.89353 3.93795 -1.03378
H 2.52276 3.58050 -2.02355
H 2.43108 4.91706 -0.77645
H 3.99674 4.08605 -1.11841
C -1.57191 -3.87935 2.94319
H -1.51679 -4.36340 3.93852
H -2.09791 -2.91787 3.06572
H -2.16285 -4.54258 2.28998
C 0.65224 -2.84645 3.46512
H 1.68289 -2.65170 3.14533
H 0.16660 -1.88496 3.67932
H 0.69518 -3.42428 4.40039
C 0.55095 -5.04891 2.31249
H 0.55299 -5.49538 3.32465
H 0.01728 -5.74492 1.64688
H 1.59938 -4.96910 1.97543
C -0.95986 -2.97714 -1.85993
H -1.65936 -3.49014 -2.54173
H -1.10983 -1.89524 -1.98406
H 0.06579 -3.23215 -2.17702
C -2.71619 -2.98649 -0.10039
H -2.78685 -1.88745 -0.12031
H -3.38986 -3.39341 -0.86645
H -3.06865 -3.34374 0.87254
C -1.15201 -4.97985 -0.39634
H -0.11114 -5.30765 -0.52249
H -1.56957 -5.42193 0.51279
H -1.71732 -5.38616 -1.24655
Ti 0.10212 -0.14173 0.76976
C 1.70465 -0.01554 1.87510
O 2.63441 0.06333 2.60233
N -1.47406 0.15305 -0.65082
C -1.19044 0.64441 -1.72520
C -1.74308 0.83406 -3.03515
C -3.13514 0.66057 -3.16591
C -1.00235 1.07100 -4.21246
C -3.77317 0.71760 -4.40227
H -3.70512 0.45941 -2.23394
C -1.65120 1.07993 -5.45322
H 0.08555 1.19616 -4.17004
C -3.03793 0.92148 -5.57950
H -4.85951 0.60182 -4.44659
H -1.06619 1.21516 -6.36120
H -3.53917 0.95011 -6.54376
Cl -0.33222 3.98622 4.50413
C -0.87349 2.39405 4.16418
C -1.80442 1.74706 4.97341
C -2.27418 0.50519 4.54832
C -1.83666 -0.02909 3.33150
N -0.85504 0.56638 2.60788
C -0.35719 1.75706 3.03127
H -2.15169 2.22507 5.88968
H -2.98564 -0.07108 5.15009
H -2.27861 -0.94120 2.91325
H 0.43816 2.22605 2.44555

***

137
Properties=species:S:1:pos:R:3 method="wB97M-V/def2-TZVPD" orbital_gap_ev=7.1 spin_multiplicity=1
C 3.66751 5.13202 1.29051
C 3.21250 4.03089 0.70515
C 2.65942 2.56839 0.35005
C 1.44367 2.54344 -0.69354
C 0.78999 1.18721 -1.19971
C -0.41620 1.30270 -2.25646
C -0.21724 0.45301 -3.61408
C -0.90200 1.19035 -4.90681
S -1.70450 0.01181 -6.10423
C 1.38588 -0.14486 -0.60221
I 0.53314 -2.10031 -1.18580
C 2.58896 -0.11578 0.41157
C 3.28093 1.22442 0.95872
N 4.42424 1.24696 1.91026
C 4.25326 0.33205 3.05601
C 4.58837 0.70934 4.57874
B 5.11753 2.18743 5.00658
C 4.04472 3.44313 4.86207
O 6.42114 2.51305 5.54002
C 4.42229 -0.35185 5.77068
C 3.94633 -1.83198 5.53393
C 3.58431 -2.22022 4.02076
C 3.06945 -3.74459 3.78911
C 4.31989 -4.74306 3.59161
C 5.08862 -4.53671 2.15761
C 4.19623 -5.03029 0.90554
O 3.38211 -6.00644 1.08888
O 4.19681 -4.43393 -0.40310
C 3.74801 -1.17982 2.85704
S 3.33847 -1.69717 1.09599
H 4.21929 6.11532 1.55934
H 1.05020 3.53184 -1.12456
H -1.39039 1.05895 -1.68772
H -0.49838 2.42444 -2.56859
H 0.89416 0.18015 -3.83746
H -0.78084 -0.56173 -3.50442
H -0.13554 1.81060 -5.52005
H -1.72465 1.91671 -4.54777
H -1.79327 -1.27750 -5.58182
H 4.52628 2.23823 2.18120
H 4.22616 3.93559 3.83538
H 4.20967 4.22616 5.71251
H 2.94475 3.07674 4.85876
H 6.48037 3.49747 5.49529
H 4.68076 -0.04973 6.85654
H 3.86728 -2.58206 6.39899
H 2.28131 -3.80691 2.95288
H 2.55497 -4.04412 4.79337
H 5.11049 -4.68545 4.42550
H 3.91934 -5.83475 3.58564
H 5.44706 -3.44389 2.07440
H 6.05366 -5.18774 2.24350
H 5.08847 -4.50902 -0.83155
C 5.81661 6.28190 -2.01379
N 4.36506 5.97924 -2.11561
O 3.59772 6.68883 -1.48097
O 4.04609 5.03845 -2.82984
H 5.95211 7.13570 -1.35089
H 6.30908 5.39749 -1.60947
H 6.17573 6.51168 -3.01700
C -0.58674 2.24666 4.34523
N 0.47580 3.27240 4.19048
O 0.95629 3.42043 3.07515
O 0.79479 3.89399 5.19492
H -0.76333 1.77670 3.37973
H -0.23383 1.51829 5.06942
H -1.48576 2.75317 4.69807
C -1.47489 -0.10122 -9.43973
N -0.64481 -0.32686 -10.65259
O -0.44566 -1.48745 -10.98971
O -0.22117 0.66721 -11.22520
H -1.78013 -1.06642 -9.03758
H -0.86361 0.44036 -8.71918
H -2.34443 0.48344 -9.74049
C -0.73092 -4.69767 -11.79128
N -2.12186 -5.04678 -11.39955
O -2.45474 -4.81713 -10.24441
O -2.83219 -5.53948 -12.26519
H -0.21895 -4.27206 -10.92926
H -0.24084 -5.61537 -12.11662
H -0.79000 -3.97114 -12.60159
C -3.66848 -3.58221 -1.16521
N -3.85377 -2.27516 -1.85025
O -4.99509 -1.96312 -2.16512
O -2.84790 -1.60621 -2.04947
H -4.64021 -4.06279 -1.05579
H -3.00662 -4.18727 -1.78515
H -3.22529 -3.38288 -0.19113
C -2.08361 -2.06612 3.76470
N -1.83013 -0.61467 3.94285
O -0.94224 -0.29072 4.71721
O -2.53232 0.15315 3.29573
H -1.39225 -2.62383 4.39494
H -3.11574 -2.25981 4.05885
H -1.92059 -2.30027 2.71257
C -2.54561 -6.87164 1.90059
N -2.28176 -5.42223 2.09895
O -1.39379 -5.11138 2.87564
O -2.97688 -4.63751 1.46520
H -1.85725 -7.44250 2.52255
H -3.57829 -7.06085 2.19384
H -2.38637 -7.09338 0.84522
C 3.17743 6.88227 7.64935
N 4.24219 7.88664 7.38937
O 4.27572 8.87053 8.11550
O 5.00840 7.65216 6.46429
H 2.57547 7.21780 8.49298
H 2.56942 6.80650 6.74770
H 3.66717 5.93555 7.87755
C 1.07607 4.34973 -7.86351
N -0.31539 4.00091 -7.47309
O -0.64858 4.23009 -6.31643
O -1.02497 3.50948 -8.34078
H 1.58758 4.77402 -7.00022
H 1.56582 3.43215 -8.18973
H 1.01773 5.07707 -8.67328
C -4.96720 1.90689 2.58932
N -5.70820 2.64607 3.64428
O -6.56980 2.02991 4.25994
O -5.40147 3.81577 3.81949
H -5.34301 0.88539 2.54597
H -5.13914 2.42151 1.64387
H -3.91204 1.91800 2.86028
C -7.76606 -3.70531 -3.38137
N -7.74916 -5.19082 -3.43633
O -7.06640 -5.77618 -2.60482
O -8.42078 -5.71880 -4.31098
H -7.12921 -3.37644 -2.56101
H -7.38767 -3.33661 -4.33470
H -8.79774 -3.39381 -3.21743
C -7.05836 -0.50236 6.32983
N -6.70482 -1.78427 5.66493
O -7.62107 -2.54493 5.38761
O -5.51615 -1.98301 5.44358
H -8.13874 -0.46073 6.46272
H -6.55028 -0.48088 7.29400
H -6.71792 0.30746 5.68399